# 1
{
  "formula": "C30H69Br6NO",
  "method": "the ωB97M-V functional and the def2-TZVPD basis",
  "total_charge": -1,
  "homo_ev": [-1.309, -5.604],
  "multiplicity": 2,
  "lumo_energy_ev": [0.551, 0.551],
  "orbital_gap_ev": [1.86, 6.15],
  "elements": ["C", "Br", "Br", "Br", "H", "C", "Br", "Br", "Br", "H", "C", "C", "C", "C", "C", "C", "H", "H", "H", "H", "H", "H", "H", "H", "H", "H", "H", "H", "H", "H", "C", "C", "C", "C", "C", "C", "H", "H", "H", "H", "H", "H", "H", "H", "H", "H", "H", "H", "H", "H", "C", "C", "C", "C", "C", "C", "H", "H", "H", "H", "H", "H", "H", "H", "H", "H", "H", "H", "H", "H", "C", "C", "C", "C", "C", "C", "H", "H", "H", "H", "H", "H", "H", "H", "H", "H", "H", "H", "H", "H", "C", "C", "C", "O", "C", "N", "H", "H", "H", "H", "H", "H", "H", "H", "H", "H", "H"],
  "coordinates": [[3.985, 2.218, 5.634], [2.938, 2.523, 3.915], [5.348, 0.810, 5.542], [2.734, 1.736, 7.163], [4.525, 3.140, 5.848], [-3.199, -7.642, 4.931], [-3.515, -8.492, 6.721], [-4.770, -6.440, 4.457], [-2.776, -8.979, 3.544], [-2.353, -6.971, 5.076], [1.160, 1.348, -6.468], [1.182, -0.170, -6.226], [1.108, -0.461, -4.708], [0.087, 0.335, -3.816], [0.315, -0.244, -2.421], [-0.029, -1.702, -2.079], [0.200, 1.737, -6.128], [1.432, 1.670, -7.473], [1.797, 1.832, -5.728], [0.486, -0.748, -6.834], [2.171, -0.556, -6.472], [2.134, -0.491, -4.342], [0.903, -1.521, -4.564], [0.400, 1.379, -3.848], [-0.902, 0.215, -4.260], [1.299, 0.024, -2.037], [-0.288, 0.416, -1.798], [-0.373, -1.866, -1.057], [-0.866, -2.051, -2.684], [0.778, -2.410, -2.266], [-3.278, 2.970, -4.165], [-3.783, 2.543, -2.862], [-3.405, 1.088, -2.501], [-4.098, 0.388, -1.316], [-3.464, 0.645, 0.074], [-4.504, 0.466, 1.189], [-2.216, 3.183, -4.044], [-3.724, 3.937, -4.396], [-3.341, 2.197, -4.931], [-3.432, 2.989, -1.931], [-4.864, 2.680, -2.879], [-2.325, 1.024, -2.365], [-3.636, 0.422, -3.332], [-5.144, 0.675, -1.426], [-4.008, -0.665, -1.585], [-2.724, -0.154, 0.117], [-3.063, 1.627, 0.323], [-5.296, 1.215, 1.158], [-4.903, -0.542, 1.074], [-3.948, 0.598, 2.117], [-3.147, 4.444, 2.082], [-1.599, 4.434, 2.212], [-0.949, 3.832, 1.039], [0.609, 3.733, 1.212], [1.230, 3.102, -0.009], [1.437, 4.038, -1.233], [-3.611, 5.019, 1.281], [-3.577, 4.821, 3.010], [-3.435, 3.401, 1.951], [-1.285, 5.466, 2.371], [-1.315, 3.914, 3.126], [-1.117, 4.401, 0.124], [-1.445, 2.902, 0.762], [1.044, 4.727, 1.316], [0.929, 3.151, 2.076], [2.185, 2.657, 0.269], [0.596, 2.220, -0.102], [0.405, 4.123, -1.573], [1.810, 5.019, -0.939], [1.869, 3.549, -2.107], [3.372, -3.882, 2.489], [3.921, -3.534, 1.026], [3.038, -2.476, 0.321], [3.496, -2.264, -1.157], [4.993, -2.001, -1.268], [5.328, -0.534, -0.862], [3.747, -3.122, 3.175], [3.787, -4.858, 2.738], [2.317, -4.153, 2.534], [4.879, -3.083, 1.281], [4.158, -4.306, 0.293], [2.952, -1.521, 0.840], [1.994, -2.786, 0.312], [3.386, -3.226, -1.658], [2.914, -1.419, -1.523], [5.690, -2.640, -0.726], [5.173, -2.069, -2.341], [6.416, -0.477, -0.907], [4.812, 0.184, -1.499], [4.966, -0.299, 0.139], [0.576, -0.519, 3.536], [-0.253, -0.591, 2.217], [-1.156, -1.910, 2.091], [-0.546, -3.169, 2.495], [-1.627, -4.137, 2.595], [-1.081, 0.605, 2.224], [1.174, -1.428, 3.599], [-0.029, -0.341, 4.426], [1.174, 0.386, 3.641], [0.487, -0.607, 1.416], [-1.604, -2.048, 1.107], [-1.982, -1.630, 2.745], [-2.526, -3.727, 3.055], [-1.364, -4.895, 3.333], [-1.804, -4.680, 1.666], [-0.606, 1.458, 2.481], [-1.558, 0.820, 1.360]],
  "forces_ev_per_angstrom": [[0.1, -0.4, 0.7], [-0.6, 0.5, -1.5], [1.0, -0.6, -0.2], [-0.4, 0.2, 0.8], [-0.1, 0.2, 0.2], [-0.9, 0.0, 0.4], [0.2, 0.5, -1.3], [1.3, -1.1, 0.3], [-0.4, 0.9, 0.9], [-0.2, -0.3, -0.2], [-0.3, -0.4, 0.7], [0.9, 0.4, 0.7], [-0.8, -0.6, -0.6], [2.7, -1.7, -1.1], [-1.2, 1.2, 1.5], [-0.3, -0.1, -0.7], [-0.4, 0.1, -0.7], [-0.2, 0.0, 0.1], [0.6, -0.1, -0.2], [-0.4, 0.3, 0.1], [0.1, 0.0, -0.5], [0.1, 1.0, 0.5], [-0.5, -0.2, -0.2], [-0.4, 0.1, 0.3], [-0.2, 0.0, 0.4], [0.4, -0.2, -0.4], [-0.4, -0.2, 0.5], [0.3, 0.4, 0.2], [-0.1, 0.0, -0.3], [0.2, 0.1, 0.0], [1.8, 1.3, -0.2], [-1.1, -2.3, 2.4], [-0.3, -0.6, -0.7], [0.7, 1.5, -0.7], [-1.7, -0.5, -0.4], [0.9, -0.5, -0.2], [0.3, 0.0, -0.3], [-0.1, -0.2, -0.7], [-0.5, 0.2, -0.1], [0.2, 1.4, -0.5], [-0.3, -0.3, 0.3], [0.2, 0.1, 0.0], [0.1, 0.1, -0.5], [-0.3, -0.1, 0.6], [-0.2, -0.2, 0.6], [0.4, 0.4, 0.5], [0.4, 0.1, -1.1], [0.0, -0.1, -0.2], [-0.3, 0.0, 0.5], [-0.4, -0.3, 0.3], [0.5, -0.5, 0.7], [-1.7, 1.2, 0.5], [1.8, 0.1, -0.9], [-0.8, 0.3, -0.6], [1.4, -0.6, 0.2], [-2.3, -1.4, 0.5], [0.5, 0.1, -0.3], [-0.2, -0.1, 0.1], [-0.4, -0.1, 0.1], [0.3, 0.1, -0.1], [-0.1, -0.2, 0.0], [-0.1, 0.6, 0.0], [0.4, -0.5, 0.4], [-0.2, 0.3, 0.4], [-0.3, 0.1, 0.2], [0.3, 0.2, 0.2], [-0.1, -0.2, -1.3], [-0.2, 0.9, -0.3], [0.3, -0.2, -0.3], [0.8, 0.2, 0.3], [0.8, -1.4, -2.0], [-0.9, 1.6, 1.6], [0.1, -0.4, -0.7], [0.6, -0.9, 2.2], [-0.4, 2.3, -0.5], [-0.2, -1.1, 0.0], [-0.6, -0.1, 0.1], [0.6, 0.1, 0.4], [-0.3, 1.0, 0.0], [0.2, 0.1, -0.4], [-0.4, -0.6, 0.4], [0.6, 0.1, 0.3], [-0.1, -0.5, -0.1], [-0.9, 0.1, -0.4], [0.1, -0.3, -0.7], [-0.5, -0.4, -0.1], [0.6, -0.2, -0.1], [-0.1, 0.7, 0.0], [0.3, 0.0, -0.3], [0.3, -0.2, 0.2], [-0.6, -0.3, -0.3], [0.8, -0.6, 0.9], [0.6, 1.2, 0.9], [-1.7, 0.5, -0.1], [1.1, 0.0, 0.8], [-1.0, -0.1, -0.4], [0.1, 0.2, 0.4], [-0.6, -0.9, 0.0], [0.5, -0.1, -0.9], [0.1, 0.0, -0.4], [0.2, 0.2, -0.4], [-0.3, -0.4, 0.4], [-0.2, 0.4, -0.6], [0.6, -0.1, 0.0], [-0.2, 0.4, -0.3], [0.5, -0.3, 0.3], [0.2, -0.3, -0.1]],
  "lowdin_charge": [-1.539, 0.311, 0.300, 0.212, -0.070, -1.471, 0.497, 0.480, 0.531, -0.038, -0.115, -0.253, -0.223, -0.195, -0.270, -0.087, 0.057, 0.066, 0.070, 0.097, 0.092, 0.107, 0.095, 0.096, 0.108, 0.095, 0.071, 0.053, 0.071, 0.057, -0.128, -0.286, -0.229, -0.196, -0.263, -0.111, 0.070, 0.075, 0.080, 0.109, 0.105, 0.086, 0.100, 0.107, 0.106, 0.085, 0.073, 0.072, 0.072, 0.059, -0.095, -0.271, -0.243, -0.226, -0.278, -0.082, 0.067, 0.064, 0.049, 0.109, 0.115, 0.109, 0.071, 0.111, 0.022, 0.094, 0.085, 0.048, 0.074, 0.057, -0.082, -0.229, -0.218, -0.228, -0.270, -0.097, 0.074, 0.049, 0.052, 0.088, 0.100, 0.104, 0.091, 0.103, 0.083, 0.094, 0.094, 0.065, 0.064, 0.069, -0.053, -0.379, -0.171, -0.188, -0.106, 0.062, 0.070, 0.081, -0.003, 0.109, 0.095, 0.106, 0.076, 0.068, 0.085, 0.060, 0.012]
}

***

# 2
{
  "formula": "C30H69N4O10V2",
  "method": "the ωB97M-V functional and the def2-TZVPD basis",
  "total_charge": 1,
  "homo_ev": -8.626,
  "lumo_energy_ev": -7.183,
  "orbital_gap_ev": 1.44,
  "elements": ["O", "V", "O", "O", "V", "O", "C", "C", "O", "H", "H", "H", "H", "H", "C", "C", "C", "O", "C", "N", "H", "H", "H", "H", "H", "H", "H", "H", "H", "H", "H", "C", "O", "C", "C", "N", "C", "C", "O", "C", "H", "H", "H", "H", "H", "H", "H", "H", "H", "H", "H", "H", "H", "H", "H", "C", "C", "C", "C", "C", "C", "N", "O", "C", "C", "C", "H", "H", "H", "H", "H", "H", "H", "H", "H", "H", "H", "H", "H", "H", "H", "H", "H", "H", "H", "C", "C", "C", "C", "C", "C", "N", "O", "C", "C", "C", "H", "H", "H", "H", "H", "H", "H", "H", "H", "H", "H", "H", "H", "H", "H", "H", "H", "H", "H"],
  "coordinates": [[0.655, -5.231, -6.749], [-0.398, -4.816, -5.619], [-0.999, -3.500, -6.290], [-5.954, -8.235, -0.978], [-4.352, -8.249, -1.091], [-3.831, -9.361, -0.153], [-1.932, -1.464, 0.621], [-3.174, -2.116, -0.206], [-2.770, -3.226, -1.030], [-1.318, -2.189, 1.156], [-2.333, -0.910, 1.469], [-1.373, -0.741, 0.027], [-3.680, -1.313, -0.742], [-3.614, -2.696, 0.605], [-3.342, 3.575, -6.402], [-4.842, 3.517, -6.667], [-5.641, 4.208, -5.556], [-5.019, 5.394, -5.153], [-5.760, 6.063, -4.145], [-5.124, 4.249, -7.909], [-3.128, 2.983, -5.512], [-3.036, 4.588, -6.143], [-2.573, 3.175, -7.062], [-5.158, 2.478, -6.768], [-5.645, 3.426, -4.796], [-6.664, 4.371, -5.895], [-6.829, 5.856, -4.106], [-5.515, 7.124, -4.198], [-5.396, 5.674, -3.194], [-5.077, 5.243, -7.739], [-6.046, 3.924, -8.161], [7.718, -6.220, -2.328], [6.245, -6.334, -2.526], [5.526, -5.782, -1.441], [4.023, -5.606, -1.929], [3.901, -4.670, -3.031], [4.259, -3.334, -2.711], [3.989, -2.218, -3.756], [4.650, -2.585, -4.935], [4.978, -1.408, -5.645], [7.919, -5.775, -1.354], [8.165, -5.628, -3.127], [8.189, -7.202, -2.285], [5.882, -4.920, -0.877], [5.628, -6.534, -0.659], [3.399, -5.096, -1.195], [3.613, -6.607, -2.066], [4.681, -4.940, -3.614], [5.320, -3.158, -2.535], [3.816, -3.067, -1.751], [4.530, -1.369, -3.339], [2.968, -1.947, -4.025], [4.319, -0.549, -5.519], [5.029, -1.655, -6.705], [5.949, -1.143, -5.226], [-4.449, -7.254, 10.326], [-4.269, -6.939, 8.866], [-5.080, -5.591, 8.529], [-4.650, -4.739, 7.393], [-3.146, -4.590, 7.335], [-2.286, -5.850, 7.561], [-2.807, -6.627, 8.717], [-2.023, -7.731, 9.105], [-2.348, -6.640, 6.215], [-0.957, -5.419, 7.828], [-4.720, -8.170, 7.952], [-5.506, -7.221, 10.589], [-4.035, -6.490, 10.983], [-3.959, -8.136, 10.738], [-6.095, -5.956, 8.372], [-5.122, -4.857, 9.333], [-5.012, -3.727, 7.572], [-5.206, -5.017, 6.498], [-2.811, -3.685, 7.841], [-3.091, -4.364, 6.270], [-3.364, -6.798, 5.854], [-1.980, -6.101, 5.342], [-1.872, -7.620, 6.215], [-0.980, -4.816, 8.736], [-0.450, -6.355, 8.063], [-0.564, -4.841, 6.992], [-4.018, -8.994, 8.084], [-4.772, -7.883, 6.901], [-5.670, -8.615, 8.246], [-1.467, -7.382, 9.805], [3.829, 10.549, -3.073], [4.404, 9.316, -2.332], [4.687, 9.664, -0.843], [3.425, 9.645, 0.061], [2.746, 8.294, -0.031], [2.205, 8.034, -1.457], [3.372, 8.251, -2.400], [3.276, 7.657, -3.565], [1.548, 6.637, -1.214], [1.044, 8.941, -1.955], [5.719, 8.950, -2.903], [3.436, 10.422, -4.082], [4.531, 11.376, -2.963], [3.067, 11.026, -2.457], [5.384, 9.064, -0.258], [5.162, 10.640, -0.743], [2.754, 10.444, -0.255], [3.688, 9.831, 1.103], [1.843, 8.441, 0.562], [3.250, 7.452, 0.441], [0.729, 6.629, -0.495], [1.214, 6.404, -2.225], [2.307, 5.888, -0.986], [1.124, 10.015, -1.785], [1.162, 8.894, -3.038], [0.072, 8.641, -1.564], [5.557, 8.610, -3.926], [6.100, 8.019, -2.484], [6.447, 9.761, -2.936], [3.799, 6.856, -3.491]],
  "forces_ev_per_angstrom": [[-2.0, 0.1, 2.7], [1.6, 2.5, -4.5], [0.5, -2.4, 1.9], [2.9, -0.1, -0.2], [-2.9, 0.2, 0.5], [0.0, 0.1, -0.1], [-1.1, -0.1, 0.0], [3.5, -2.1, -0.4], [-0.5, 1.9, 0.8], [0.2, -0.3, -0.8], [-0.5, 0.3, -0.2], [0.2, -0.4, -0.1], [-0.5, -0.3, 0.2], [-1.2, 0.5, 0.3], [0.6, -0.2, 1.6], [0.9, 1.7, -1.0], [0.8, -1.7, 0.1], [-0.8, 0.2, -0.4], [0.9, -0.3, 0.8], [0.2, -1.4, -0.5], [-0.1, 0.0, 0.5], [-0.1, 0.0, -0.1], [-0.8, 0.0, -1.0], [-0.2, 0.1, -0.1], [-0.3, 0.3, 1.0], [-0.1, 0.1, 0.0], [-0.1, 0.2, -0.7], [-0.3, -0.1, -0.1], [0.1, 0.2, 0.4], [-0.3, 0.1, 0.0], [-0.2, 0.8, -0.5], [-1.3, -0.2, 0.2], [2.1, 1.3, -0.1], [-1.7, -1.3, 0.6], [1.0, 0.8, 1.7], [0.6, -1.3, -1.7], [-0.3, 2.1, 0.7], [0.6, -1.2, 0.7], [-0.8, 0.0, -0.5], [1.0, -0.4, -0.3], [0.0, 0.3, -0.1], [-0.2, 0.0, 0.0], [-0.3, -0.2, -0.3], [0.5, 0.8, -1.0], [-0.8, -0.3, 0.4], [0.2, -0.5, 0.9], [-0.1, 0.2, -0.7], [-0.3, -0.4, -1.1], [0.5, -0.5, 0.1], [-0.4, 0.3, 0.1], [-0.4, 0.5, 0.2], [-0.4, -0.1, 0.5], [-0.5, -0.2, 0.2], [0.2, 0.1, 0.1], [0.3, 0.6, -0.5], [-0.5, 0.4, 1.4], [0.9, 0.6, -1.2], [-0.4, -1.5, 1.1], [-0.5, 0.3, 0.2], [-0.6, -0.2, -1.7], [-3.8, -1.1, -1.7], [-1.1, 1.5, 0.2], [0.2, -0.2, -0.8], [-0.5, -0.3, -0.5], [2.3, 0.1, 1.2], [0.3, 0.8, 0.8], [-0.2, -0.5, -0.1], [0.2, 0.6, -0.4], [-0.3, -0.5, -0.7], [-0.2, 0.2, 0.1], [0.2, -0.8, 0.9], [-0.3, 0.1, 0.1], [0.8, -0.3, -0.6], [0.1, -0.4, 0.5], [1.1, 0.3, -0.1], [-0.3, -0.2, 0.6], [0.8, 0.4, 0.3], [0.1, 0.0, 0.4], [0.3, 0.2, 0.0], [1.1, 0.4, -0.3], [0.3, -0.3, 0.1], [0.3, 0.2, -0.1], [0.0, -0.1, 0.1], [-0.3, 0.5, 0.1], [0.0, 0.0, 0.2], [0.3, 1.1, 1.5], [-1.6, 0.9, 1.4], [-1.1, 0.7, 1.4], [1.0, -0.1, -0.5], [-1.6, 2.1, -0.2], [0.6, 1.0, 1.6], [0.5, -0.4, 4.8], [-0.6, -1.4, -3.6], [1.4, -0.1, -2.9], [0.7, 0.3, 0.1], [0.3, -1.8, -1.8], [0.4, -0.3, 0.1], [0.7, -0.1, -0.9], [-0.7, -0.6, 0.0], [0.3, -0.9, -0.9], [-0.1, 0.3, -0.5], [-0.3, -0.1, 0.1], [0.2, 0.2, 0.0], [-0.3, -0.3, 0.3], [0.5, 0.1, -0.5], [0.3, 0.4, -0.1], [-0.7, -0.7, 0.1], [0.0, 0.0, 0.3], [0.4, 0.0, 0.5], [-0.8, -0.4, -0.2], [0.0, -0.2, -0.4], [0.1, 0.4, -0.5], [0.4, 0.3, 0.7], [-0.1, -0.1, 0.3], [0.1, -0.3, -0.3]],
  "lowdin_charge": [-0.257, 1.196, -0.259, -0.304, 1.139, -0.278, -0.078, -0.324, -0.235, 0.061, 0.057, 0.060, 0.094, 0.103, -0.073, -0.417, -0.247, -0.185, -0.092, 0.026, 0.069, 0.075, 0.074, 0.133, 0.119, 0.123, 0.086, 0.092, 0.084, 0.072, 0.063, -0.041, -0.197, -0.237, -0.185, -0.070, -0.231, -0.230, -0.198, -0.108, 0.077, 0.084, 0.082, 0.110, 0.113, 0.104, 0.107, 0.097, 0.120, 0.120, 0.115, 0.118, 0.087, 0.091, 0.094, -0.066, -0.434, -0.128, -0.219, -0.133, -0.546, -0.108, -0.024, -0.030, -0.064, -0.015, 0.086, 0.084, 0.082, 0.115, 0.118, 0.112, 0.109, 0.123, 0.111, 0.058, 0.075, 0.085, 0.101, 0.091, 0.105, 0.075, 0.056, 0.074, 0.104, -0.023, -0.499, -0.128, -0.183, -0.165, -0.443, -0.167, -0.004, -0.051, -0.028, -0.057, 0.092, 0.079, 0.063, 0.114, 0.114, 0.098, 0.109, 0.114, 0.119, 0.088, 0.074, 0.078, 0.064, 0.084, 0.078, 0.079, 0.090, 0.099, 0.113]
}